DFT (ωB97M-V/def2-TZVPD) results for a structure of composition C50H45GeN4O4RhS4 in a non-equilibrium geometry.

Values from the calculation:
LUMO (spin up / spin down) = -5.2 / -9.2 eV
HOMO (spin up / spin down) = -12.5 / -12.5 eV
net charge = +2
⟨S²⟩ = 6.0670
2S+1 = 5

Each line ends with the Mulliken charge.
Geometry (Å):
Rh -15.9363 10.1338 -11.7275  -1.55
C -9.8141 11.0576 -6.6220  -0.78
O -10.0005 11.1341 -8.0261  -0.39
C -10.2876 12.3355 -8.5623  0.71
C -9.3324 13.4119 -8.5164  -0.43
C -9.5954 14.5984 -9.1383  -0.51
C -10.7658 14.7864 -9.8325  -1.02
C -11.6294 13.6764 -10.0647  0.33
C -11.4637 12.4705 -9.3714  -0.49
N -12.2593 11.3704 -9.5946  0.26
C -13.5193 11.4325 -10.1921  -1.45
N -14.4084 12.3857 -9.8022  0.47
C -15.5173 12.8634 -10.5986  -0.25
C -16.2913 12.0283 -11.4013  0.12
C -17.3460 12.6138 -12.0873  1.00
C -17.4301 14.0079 -12.0950  -1.85
C -16.7612 14.8547 -11.1569  -0.61
C -15.8039 14.2306 -10.3713  0.58
O -14.9239 14.8743 -9.5318  -0.31
C -15.0055 16.3135 -9.4669  -1.01
N -13.9530 10.4350 -10.9606  2.32
C -12.9895 9.3073 -11.0868  -1.10
C -13.2364 8.2026 -10.2987  -0.14
C -12.5895 6.9603 -10.5711  -0.93
C -11.6815 6.8659 -11.6273  -0.89
C -11.3310 7.9984 -12.3402  -0.47
C -11.8696 9.2415 -12.0146  0.00
O -11.5743 10.3880 -12.6307  0.22
C -10.6492 10.5271 -13.7233  -1.03
H -9.7957 9.9561 -6.3123  0.24
H -10.6637 11.6227 -6.1701  0.35
H -8.8661 11.5745 -6.3032  0.28
H -8.3185 13.2224 -8.1385  0.43
H -8.9829 15.4812 -8.9144  0.40
H -11.1337 15.8232 -10.1296  0.33
H -12.4066 13.7193 -10.9005  0.35
H -11.8075 10.4687 -9.4828  0.60
H -14.1485 13.0826 -9.0956  0.55
H -18.1226 11.9410 -12.5550  0.70
H -18.0465 14.4623 -12.8697  0.50
H -16.9547 15.9299 -11.1190  0.56
H -15.9550 16.6101 -8.9314  0.39
H -14.8158 16.7987 -10.4270  0.43
H -14.2215 16.6451 -8.7651  0.27
H -13.9788 8.3683 -9.5400  0.79
H -12.7251 6.0806 -9.9208  0.51
H -11.1500 5.9674 -11.8443  0.56
H -10.6283 7.8922 -13.2026  0.49
H -10.9357 9.8448 -14.4982  0.39
H -9.6246 10.3379 -13.3228  0.41
H -10.6326 11.5795 -14.0486  0.27
S -17.2788 5.7641 -11.5381  -0.06
C -17.0773 6.2915 -13.1790  -0.63
C -16.3398 7.4572 -13.2602  -1.21
N -15.9508 7.9924 -11.9970  1.41
C -16.2374 7.0837 -11.0759  -0.42
H -17.4207 5.6080 -13.9920  0.46
H -16.0352 7.9641 -14.1935  0.48
H -15.7796 7.1419 -10.0691  0.26
O -15.3222 9.8186 -13.6547  0.93
C -15.6213 10.5808 -14.7931  3.29
C -15.3120 9.5809 -15.9865  -0.92
C -15.7330 9.6203 -17.2869  -0.30
C -15.1273 8.5690 -18.0813  -0.94
C -14.3334 7.7726 -17.3455  -0.62
S -14.1615 8.2996 -15.6453  0.09
C -14.7025 11.7435 -14.8976  -0.34
C -13.7342 12.0964 -14.0003  -0.18
C -13.0303 13.2594 -14.3615  -1.16
C -13.5282 13.8005 -15.4858  -1.04
S -14.7798 12.7822 -16.2465  0.02
C -17.0832 11.0772 -14.9639  -0.66
C -18.2232 10.3875 -14.7329  -0.34
C -19.3878 11.2230 -14.9959  -0.90
C -19.0669 12.4638 -15.3856  -0.57
S -17.3870 12.7042 -15.5630  -0.06
H -16.4239 10.2842 -17.7664  0.55
H -15.2234 8.5178 -19.1735  0.41
H -13.7535 6.9061 -17.6060  0.48
H -13.5371 11.5305 -13.1436  0.54
H -12.2476 13.6753 -13.7230  0.52
H -13.0360 14.5060 -16.1402  0.44
H -18.2428 9.2800 -14.5442  0.41
H -20.4360 10.8552 -14.8588  0.40
H -19.7322 13.2868 -15.4490  0.55
Ge -17.4326 10.4008 -9.7502  1.31
C -17.2624 9.4042 -8.0194  0.21
C -18.3693 8.8100 -7.3481  -0.87
C -18.1417 8.0261 -6.2529  -0.61
C -16.8421 7.8584 -5.7457  -0.55
C -15.7918 8.5110 -6.3567  -0.66
C -15.9965 9.2880 -7.5114  0.03
C -19.2536 9.8810 -10.3184  0.25
C -19.7208 8.6171 -10.4269  0.32
C -21.0772 8.3467 -10.7372  -0.85
C -21.9659 9.3565 -10.9452  -0.74
C -21.4500 10.6659 -10.8719  -0.41
C -20.1246 10.9353 -10.5029  -0.36
H -17.6215 11.8247 -9.0546  -0.19
H -19.3678 8.9917 -7.7246  0.45
H -18.9191 7.4089 -5.8357  0.42
H -16.6403 7.2200 -4.8643  0.38
H -14.7489 8.3242 -5.9859  0.33
H -15.1600 9.6405 -8.0946  0.08
H -19.0071 7.8350 -10.1949  0.48
H -21.3310 7.3429 -10.9129  0.49
H -23.0214 9.2258 -11.1861  0.42
H -22.0739 11.5779 -11.0124  0.36
H -19.8768 11.9939 -10.2648  0.24

Atomic forces in eV per Å
Rh 1.3 -0.1 -0.8
C 0.1 0.1 1.3
O -0.2 -1.1 -0.6
C 0.7 1.9 -0.8
C -0.4 -2.6 -0.2
C -0.3 1.8 0.8
C -2.2 0.2 -0.8
C -0.3 0.7 -0.9
C 2.4 1.7 0.4
N -1.9 -0.6 -0.7
C -0.1 -1.0 1.0
N -0.1 0.5 -0.8
C 1.4 0.6 1.7
C 0.0 -0.5 0.6
C -1.3 0.6 -0.6
C -0.6 0.3 0.0
C -0.3 -1.2 -1.1
C 1.2 -0.1 -0.3
O -0.6 0.1 -0.4
C -0.4 0.2 1.7
N 3.1 -1.2 0.6
C -1.1 1.1 0.6
C 0.5 -0.5 -0.9
C -0.5 0.6 1.3
C 0.6 1.4 -0.6
C 1.1 -1.5 -0.9
C -0.9 2.3 -1.5
O -0.8 -0.9 1.3
C 1.6 0.2 0.8
H -0.1 1.7 -0.5
H 0.6 -0.7 0.1
H -0.8 -0.7 -0.3
H -0.7 0.0 0.3
H 0.1 -0.6 -0.4
H 0.9 -1.6 0.0
H 0.9 0.2 1.5
H -0.2 0.1 0.0
H 0.4 -0.4 -0.4
H 1.0 1.1 0.1
H -0.3 0.0 0.5
H 0.1 -0.5 -0.1
H 0.7 -0.2 -1.1
H -0.4 -0.2 0.0
H -0.1 -0.4 -0.4
H -0.2 -0.5 0.3
H -0.2 0.6 -0.4
H 0.0 -0.6 -0.1
H -0.5 0.3 1.0
H 0.0 -0.2 -0.6
H -0.7 -0.2 -0.4
H -0.6 -0.6 0.2
S 1.7 1.2 -0.4
C 0.4 0.1 -0.5
C -1.0 -0.6 0.2
N -0.7 -2.9 -0.6
C -0.3 0.2 0.8
H 0.2 1.1 0.7
H -0.5 -0.5 1.1
H -1.0 0.1 -0.5
O -1.0 1.3 0.3
C -0.3 -1.2 -1.6
C -0.3 1.0 0.6
C 0.9 -1.1 0.2
C 0.0 0.6 0.0
C 0.9 -0.1 1.3
S -0.9 0.3 -2.2
C 0.5 0.0 0.3
C -0.8 -0.1 -0.8
C -0.1 0.2 0.9
C 0.0 -0.4 -2.3
S 2.7 1.2 0.8
C 1.3 0.1 0.2
C -0.8 -0.5 -0.6
C -0.9 -2.0 0.8
C 0.2 0.1 0.2
S -1.1 -0.6 1.0
H -0.3 0.5 0.3
H -0.2 -0.3 0.6
H 0.0 -0.1 -0.4
H 0.1 -0.6 1.0
H -0.1 0.1 -0.5
H -0.3 0.4 0.3
H -0.1 1.4 0.1
H 1.1 0.5 -0.1
H -0.5 0.5 -0.5
Ge -2.4 0.4 2.0
C -0.2 -0.2 -0.8
C 0.7 0.9 -1.1
C 0.6 -0.8 0.6
C 0.0 0.0 0.3
C 1.5 -0.2 0.2
C 0.2 -1.3 0.7
C 1.3 1.9 0.2
C -0.7 -1.4 -0.2
C 1.8 -0.1 0.1
C 0.0 1.9 -0.4
C -0.3 1.2 0.5
C -1.6 0.9 -0.3
H 0.2 -0.4 -0.8
H 0.0 -0.3 0.0
H -0.4 0.3 0.2
H -0.3 0.4 -0.7
H -1.1 0.4 -0.3
H 0.3 0.4 0.2
H -0.3 -0.4 -0.3
H -0.6 -1.2 0.2
H 0.4 -0.2 0.0
H 0.2 -1.1 0.1
H 0.1 -0.9 -0.5